This record from the OMol25 dataset describes 15 unconnected molecules or ions with the total composition C23H65ClF12N2O22P2S. The level of theory is the ωB97M-V functional and the def2-TZVPD basis.

Cartesian coordinates (Å):
C 5.526336 1.352716 0.741500
F 3.331765 -4.252840 3.797586
H -2.151509 -4.337308 -0.737855
C 3.967379 -1.805381 0.856037
H -10.393123 -0.467244 -8.278261
O -1.529984 -0.011331 -2.894570
O 3.254416 4.223373 -1.575499
O -2.549056 -3.712093 -0.120920
H -4.839817 5.777430 -5.193061
H 3.260058 4.232326 0.635012
F 0.474509 4.073700 3.579724
O 0.588406 1.460509 -8.391606
H -5.068818 0.421715 3.535794
H 3.108063 3.345661 -1.946165
H 5.644740 3.613558 1.834624
H -0.428924 0.153907 -6.470103
H -8.851430 -0.870858 -5.107628
H -0.442932 -1.189012 -0.857250
S -0.321354 0.462483 3.544814
H 4.747329 -0.076350 2.639310
C 2.591524 -1.070291 0.782679
H 3.460009 -3.588461 -1.659362
C -0.735003 -0.345027 -0.222192
H 4.463586 4.711007 4.755093
H -6.095568 -0.768574 -3.761899
O -4.555893 -0.153389 4.112771
H -3.288676 -1.695375 -3.735968
H -5.410718 -1.214817 -5.389659
C 4.912380 3.069690 2.444602
H -0.363139 -3.176971 0.894275
C 2.089178 -3.843879 3.889498
H -5.379373 -2.351325 -4.055011
O -1.540946 2.200336 0.991130
O 1.594655 -5.958060 0.759859
H -2.659859 -1.352003 -0.360240
H 2.283420 5.247492 1.792343
F 2.816210 -0.068896 -0.097303
C -2.730034 3.043302 -3.986389
O 2.626405 0.342651 2.857145
O -9.700199 -1.048244 -7.946177
O -0.465208 -3.465273 6.828147
C -5.302599 -1.287673 -4.302062
H 3.776336 6.023674 3.791033
H 3.552956 2.139592 1.069670
C 4.419077 5.140055 3.749126
H -0.735313 0.452279 -5.002509
H -1.487727 -4.522524 3.513226
H 2.201153 -6.417842 1.353904
H 1.365033 2.245016 2.071731
H -3.473284 -0.173585 -4.644766
F 1.507380 2.050064 4.770599
F 1.916586 -3.069596 4.936385
C 3.983299 0.705463 2.735485
C -2.298177 -0.320378 -0.376091
H 5.411927 5.411686 3.379397
H -2.130282 2.169262 -4.280363
H 3.919254 5.687019 1.352863
C 0.547079 0.186062 1.877144
F -0.260397 1.600072 5.779209
F -1.567532 3.397473 3.788909
O -4.308035 5.042702 -5.520230
H 1.410530 1.666684 0.457438
C 4.385798 1.816460 1.697468
H -6.534429 -1.428818 -7.648364
C 1.628067 -3.025230 2.618360
H 3.045443 3.555520 3.374906
N -0.391451 -0.583960 1.161014
H 5.114667 1.098000 -0.244722
H 5.464111 2.789064 3.353120
H 0.150452 -5.082298 1.914421
H 2.286883 -3.448555 1.842202
Cl 0.033803 4.115405 0.385496
H -2.783395 0.201900 0.452712
O -0.219364 -0.670323 4.412873
C 3.807137 4.081709 2.781122
N -1.197833 -3.590976 3.233593
H 0.372716 1.451541 -7.449535
H 4.766083 -1.137852 0.526256
O 3.310172 -4.389944 -2.176690
O -1.737089 0.614547 3.343657
H -9.867181 -1.103957 -6.997152
O -2.564484 2.031439 -1.777884
H -1.068314 -1.108102 1.702387
H -4.443509 2.383296 -2.764295
C 0.800400 1.625087 1.365951
H 0.268202 -3.378334 6.210120
H 6.289076 2.109586 0.563240
H -7.899455 -1.841733 -5.801129
O 1.823138 -1.687194 2.987275
H -0.103686 2.001527 -8.785400
H -2.595998 -4.196878 0.714282
C 3.264058 4.829220 1.556451
F 4.356954 -2.323278 2.054652
F 1.334440 -4.927865 4.116516
P -0.054263 -3.721449 2.162228
H 4.254243 1.169089 3.689505
O 7.188923 -1.959662 1.521916
H -0.336605 0.542646 -0.714833
H 6.335527 -2.405199 1.482710
O -6.361061 -2.075367 -6.951566
C 0.195122 1.908102 4.576132
O -8.565115 -1.790517 -5.095262
H 1.276982 -6.829492 4.229123
H 3.095676 4.819116 -2.316373
C -3.436765 2.789993 -2.648790
O -4.025741 -0.049986 -2.632197
H 7.756536 -2.565803 2.009916
P -2.621127 0.444039 -2.003257
H -6.612994 -2.919016 -7.348355
H -3.563081 3.767089 -2.172230
H -0.896223 -2.604082 6.796590
C -0.420695 2.463700 0.996222
H -2.077402 3.906611 -3.824269
O 1.399654 -7.778666 4.102200
H -3.471457 3.362322 -4.729108
C -3.899435 -0.801972 -3.861752
H -4.572810 4.953229 -6.442957
H -3.673710 0.240442 4.114992
H 2.085435 -5.898177 -0.072198
F -0.426062 3.965464 5.467207
C -0.366648 3.345249 4.285700
F 4.014040 -2.827758 -0.025026
H 1.295150 -7.912226 3.154334
O -0.707975 0.865786 -5.880842
F 1.803754 -1.904250 0.060763
H 2.636245 -4.138886 -2.817983
H 6.036951 0.442205 1.083588
C 1.933445 -0.615931 2.096047

Force components x, y, z for each atom (eV/Å):
-0.531 -0.746 -0.445
1.014 -0.162 0.080
-0.094 0.058 -0.024
1.694 0.476 0.085
0.063 -0.060 -0.059
0.496 0.121 -0.435
0.004 -0.143 -0.298
0.151 -0.223 -0.015
0.056 -0.034 0.012
-0.384 0.212 0.380
0.493 -0.106 -1.222
-0.050 -0.051 0.008
0.014 -0.050 0.044
0.002 0.055 -0.002
-0.126 -0.180 -0.094
-0.224 -0.128 0.117
0.136 -0.017 0.235
0.388 0.183 0.158
-2.387 -3.005 1.445
-0.804 -0.558 -0.010
0.436 -0.931 -1.128
-0.042 -0.214 -0.179
-1.866 -0.712 -0.627
0.335 0.196 -0.054
0.049 0.090 -0.246
-0.030 0.183 -0.019
0.338 0.376 0.256
0.000 0.197 0.652
-0.530 0.383 -0.240
0.587 0.036 0.167
-1.423 1.345 -0.742
-0.256 0.144 -0.009
-2.324 -0.828 0.331
0.634 -0.208 -0.283
-0.064 0.097 -0.229
-0.012 -0.157 -0.280
0.093 0.909 0.344
-0.254 0.033 0.427
0.180 -0.271 -0.728
-0.045 0.201 0.079
0.109 0.052 0.121
0.764 -0.122 0.360
0.166 -0.004 0.018
-0.107 -0.159 0.222
-0.669 -0.680 -0.194
-0.112 0.157 0.157
-0.065 0.207 0.290
-0.005 -0.002 -0.037
0.033 -0.346 0.038
0.164 0.042 0.254
0.780 -0.146 -0.921
0.542 0.319 1.073
1.711 1.349 -0.042
-0.141 0.492 -0.123
-0.066 0.140 0.227
-0.383 0.395 -0.139
0.008 -0.177 -0.007
-0.005 -0.061 -0.228
-1.071 -0.768 0.376
-0.715 -0.380 -0.918
-0.370 0.412 -0.272
-0.020 -0.281 0.138
1.134 0.279 -0.149
-0.018 -0.040 0.008
0.273 -2.117 0.173
-0.234 0.094 -0.463
0.416 0.299 0.006
0.090 0.049 0.103
-0.167 -0.094 -0.079
0.557 0.425 -0.302
-0.062 0.598 -0.078
0.314 -0.358 0.116
0.155 0.106 -0.156
2.381 -0.264 0.285
0.802 0.531 0.939
0.120 0.533 -0.581
0.077 0.326 -0.039
-0.284 0.381 0.214
-0.209 0.090 0.072
-0.031 2.053 -1.482
0.047 -0.267 -0.043
-1.645 -1.116 0.062
-0.061 0.138 -0.021
0.319 -0.516 0.178
0.033 0.718 -0.575
-0.183 0.031 0.003
-0.125 0.015 0.151
0.157 -0.041 0.176
-0.265 -0.370 -0.888
0.057 -0.038 0.015
-0.126 0.199 0.071
0.320 -0.247 0.178
-0.675 0.124 -0.066
-0.133 -0.579 -0.193
-1.704 -0.256 0.675
-0.543 -0.329 0.156
-0.095 0.002 -0.065
0.440 0.020 0.630
0.230 -0.112 0.167
-0.360 -0.173 -0.610
0.477 1.370 0.771
-0.299 0.188 -0.277
0.013 -0.302 0.071
0.003 0.012 0.077
0.371 1.483 -0.599
0.692 0.654 0.860
-0.002 0.062 -0.033
1.059 -1.132 -0.102
0.058 0.020 0.011
-0.019 -0.269 0.235
-0.034 -0.082 -0.114
1.939 0.767 -0.467
0.216 -0.265 -0.256
0.062 0.134 -0.180
0.471 -0.482 0.178
-1.304 -0.429 -0.915
0.055 -0.009 0.040
0.011 -0.164 -0.062
-0.048 0.028 -0.054
0.028 0.031 0.672
0.199 0.595 1.389
-0.405 -0.355 0.037
-0.104 -0.092 0.087
0.160 -0.354 -0.010
-0.724 -0.302 0.551
0.071 -0.069 -0.011
0.075 0.293 0.159
-0.290 1.625 1.510

The gap between HOMO and LUMO is 0.3203 hartree. The HOMO energy comes out at -8.852 eV. For the LUMO energy, the calculation gives -0.14 eV.